{"formula": "C65H65N13", "method": "ωB97M-V/def2-TZVPD", "species": ["N", "C", "C", "C", "C", "C", "H", "H", "H", "H", "H", "N", "C", "C", "C", "C", "C", "H", "H", "H", "H", "H", "N", "C", "C", "C", "C", "C", "H", "H", "H", "H", "H", "N", "C", "C", "C", "C", "C", "H", "H", "H", "H", "H", "N", "C", "C", "C", "C", "C", "H", "H", "H", "H", "H", "N", "C", "C", "C", "C", "C", "H", "H", "H", "H", "H", "N", "C", "C", "C", "C", "C", "H", "H", "H", "H", "H", "N", "C", "C", "C", "C", "C", "H", "H", "H", "H", "H", "N", "C", "C", "C", "C", "C", "H", "H", "H", "H", "H", "N", "C", "C", "C", "C", "C", "H", "H", "H", "H", "H", "N", "C", "C", "C", "C", "C", "H", "H", "H", "H", "H", "N", "C", "C", "C", "C", "C", "H", "H", "H", "H", "H", "N", "C", "C", "C", "C", "C", "H", "H", "H", "H", "H"], "positions_angstrom": [[9.87437, 18.89852, 17.15719], [8.64558, 18.70395, 16.65790], [8.41264, 18.26849, 15.36796], [9.50122, 18.00361, 14.55244], [10.78216, 18.17880, 15.08262], [10.92233, 18.58201, 16.40986], [7.81767, 18.90607, 17.31987], [7.41242, 18.03992, 15.05200], [9.35230, 17.67196, 13.54193], [11.61837, 17.86719, 14.51691], [11.86493, 18.55323, 16.86748], [10.75511, 13.85959, 12.62264], [11.07922, 15.00287, 11.93237], [12.15898, 15.08317, 11.03826], [12.91436, 13.97764, 10.76226], [12.61314, 12.83979, 11.50849], [11.58869, 12.84461, 12.43323], [10.43025, 15.90342, 12.13064], [12.25246, 16.01395, 10.50358], [13.70688, 13.94632, 10.02151], [13.19474, 11.93886, 11.32051], [11.36306, 11.86335, 12.84529], [15.90385, 12.28915, 10.68589], [16.85535, 11.52450, 10.18880], [18.14812, 11.57861, 10.51511], [18.58053, 12.63310, 11.32559], [17.65952, 13.49596, 11.85006], [16.34195, 13.32118, 11.48509], [16.46542, 10.76028, 9.55427], [18.85838, 10.95975, 9.98958], [19.61092, 12.79990, 11.46844], [17.90325, 14.38283, 12.38250], [15.59485, 13.96425, 11.93050], [17.89932, 19.13231, 13.32609], [18.86125, 18.18403, 13.60899], [18.51626, 16.85318, 13.87726], [17.18274, 16.49006, 13.85337], [16.21766, 17.43049, 13.57588], [16.63570, 18.75070, 13.23486], [19.92104, 18.48314, 13.57264], [19.23688, 16.06161, 14.03876], [16.89619, 15.47669, 14.08385], [15.19670, 17.05657, 13.57868], [15.91607, 19.53532, 13.04677], [14.00696, 21.83313, 16.95655], [15.19768, 21.70948, 17.60313], [16.06005, 20.60203, 17.48649], [15.75188, 19.63765, 16.54649], [14.56745, 19.75177, 15.89542], [13.70234, 20.83138, 16.08304], [15.45703, 22.51416, 18.34215], [17.06605, 20.54909, 17.94325], [16.41932, 18.82885, 16.56911], [14.34095, 18.99388, 15.21218], [12.76962, 20.88320, 15.56050], [18.20418, 14.48533, 18.28275], [17.43328, 14.80856, 19.36553], [17.06161, 16.07428, 19.67146], [17.43795, 17.09890, 18.86105], [18.27566, 16.81284, 17.76281], [18.61556, 15.48168, 17.51281], [17.15602, 14.01807, 20.01766], [16.42560, 16.24901, 20.52472], [16.98698, 18.08478, 18.93385], [18.57070, 17.54003, 17.06321], [19.18369, 15.27577, 16.58178], [9.04191, 12.47993, 17.65156], [9.78760, 12.56171, 16.51439], [10.38197, 13.73847, 16.07681], [10.31469, 14.87009, 16.90104], [9.55327, 14.76378, 18.06465], [8.96378, 13.57539, 18.39471], [9.78276, 11.71163, 15.83051], [10.84719, 13.76714, 15.12588], [10.75689, 15.86118, 16.67097], [9.38185, 15.57907, 18.72459], [8.32609, 13.41814, 19.26065], [15.49818, 16.16039, 8.78893], [14.53566, 16.39617, 7.87514], [13.94922, 17.59186, 7.64385], [14.31951, 18.64785, 8.51194], [15.35458, 18.47026, 9.40189], [15.88586, 17.19072, 9.57603], [14.15713, 15.54426, 7.26001], [13.02972, 17.54872, 7.02954], [13.85464, 19.59432, 8.33098], [15.64059, 19.31601, 10.06779], [16.65032, 16.97137, 10.30278], [11.70250, 9.15676, 13.77765], [12.33254, 8.98472, 12.60436], [13.60174, 9.46762, 12.28435], [14.30071, 10.16703, 13.25926], [13.66629, 10.29483, 14.47083], [12.36381, 9.78307, 14.72547], [11.81172, 8.46124, 11.86161], [14.04713, 9.18693, 11.29456], [15.26318, 10.61936, 13.06408], [14.20440, 10.80414, 15.27391], [11.97803, 9.85308, 15.74734], [16.62426, 9.96384, 16.42274], [17.32103, 10.94406, 17.01345], [18.48310, 11.50600, 16.49714], [18.99263, 10.94842, 15.30801], [18.28547, 9.91679, 14.73938], [17.08810, 9.46731, 15.32287], [17.00226, 11.27301, 17.97758], [18.99039, 12.34189, 17.02487], [19.90751, 11.37796, 14.94700], [18.71571, 9.46428, 13.81358], [16.49760, 8.64454, 14.92346], [13.80837, 16.15262, 15.39161], [14.11795, 15.19557, 14.54286], [14.75650, 14.04141, 14.86014], [15.03187, 13.83119, 16.16711], [14.57216, 14.71872, 17.11510], [14.03184, 15.91238, 16.67316], [13.88534, 15.35298, 13.45699], [15.02877, 13.30241, 14.10472], [15.56765, 12.96653, 16.52665], [14.65822, 14.52726, 18.19991], [13.74103, 16.70107, 17.41938], [14.53217, 17.91547, 20.38624], [13.78072, 18.93360, 19.94006], [12.42027, 18.85192, 19.75587], [11.75089, 17.68245, 20.02764], [12.46777, 16.59954, 20.42331], [13.85316, 16.76659, 20.62462], [14.26758, 19.85508, 19.59499], [11.86380, 19.72059, 19.39792], [10.69050, 17.59877, 19.89291], [11.97246, 15.62578, 20.50686], [14.39496, 15.96524, 21.08672], [13.37041, 13.22219, 20.66600], [12.49226, 12.93167, 19.73993], [12.64206, 11.95588, 18.74188], [13.79113, 11.20740, 18.83622], [14.69957, 11.42588, 19.83938], [14.55406, 12.49094, 20.65399], [11.59652, 13.56558, 19.73108], [11.90581, 11.70718, 17.98109], [14.00502, 10.37469, 18.11612], [15.63879, 10.85363, 19.85664], [15.32482, 12.66347, 21.43720]], "total_charge": 0, "e_above_lowest_kcal_mol": 25.95, "total_energy_ev": -87826.995, "e_lumo_ha": 0.012, "spin_multiplicity": 1}

***

{"formula": "C65H92F3N7O3", "method": "ωB97M-V/def2-TZVPD", "species": ["C", "C", "C", "C", "C", "C", "C", "C", "C", "N", "O", "H", "H", "H", "H", "H", "H", "H", "H", "H", "H", "H", "H", "H", "H", "H", "H", "H", "H", "H", "C", "C", "C", "C", "C", "C", "C", "C", "C", "N", "O", "H", "H", "H", "H", "H", "H", "H", "H", "H", "H", "H", "H", "H", "H", "H", "H", "H", "H", "H", "C", "C", "C", "C", "C", "C", "C", "C", "C", "N", "O", "H", "H", "H", "H", "H", "H", "H", "H", "H", "H", "H", "H", "H", "H", "H", "H", "H", "H", "H", "F", "C", "C", "C", "C", "C", "C", "H", "H", "H", "H", "H", "F", "C", "C", "C", "C", "C", "C", "H", "H", "H", "H", "H", "F", "C", "C", "C", "C", "C", "C", "H", "H", "H", "H", "H", "C", "C", "C", "N", "C", "C", "H", "H", "H", "H", "H", "C", "C", "C", "N", "C", "C", "H", "H", "H", "H", "H", "C", "C", "C", "N", "C", "C", "H", "H", "H", "H", "H", "C", "C", "C", "N", "C", "C", "H", "H", "H", "H", "H"], "positions_angstrom": [[14.91704, 15.35452, 8.79003], [14.55431, 15.42180, 10.30933], [13.99692, 14.06954, 10.68350], [15.79334, 15.78238, 11.16385], [16.23192, 17.27179, 10.97026], [15.07209, 18.15623, 11.43236], [13.78286, 17.84046, 10.61366], [12.66860, 18.65545, 11.30428], [13.89276, 18.37640, 9.14580], [13.47312, 16.44348, 10.63507], [12.29844, 16.21191, 9.86772], [15.56782, 14.45191, 8.60140], [14.05329, 15.10431, 8.16635], [15.50951, 16.19046, 8.36268], [14.76945, 13.27520, 10.70182], [13.47712, 14.07202, 11.65380], [13.25639, 13.73380, 9.92357], [15.55156, 15.68778, 12.23142], [16.63194, 15.10956, 10.96161], [17.21301, 17.49625, 11.45266], [16.38638, 17.42292, 9.89788], [15.27724, 19.25434, 11.37687], [14.87651, 17.86249, 12.50290], [11.76975, 18.57075, 10.72692], [12.88786, 19.71177, 11.41174], [12.47918, 18.26261, 12.31537], [14.87371, 18.25724, 8.69189], [13.59887, 19.44156, 9.08318], [13.14748, 17.90565, 8.47731], [11.73949, 15.82527, 10.55504], [19.53858, 9.76619, 14.40369], [18.14698, 9.75899, 14.99365], [17.53456, 8.36662, 14.80674], [18.23392, 10.18057, 16.51995], [18.51899, 11.68045, 16.74347], [17.44221, 12.44138, 16.00848], [17.48045, 12.15291, 14.46226], [16.23474, 12.88739, 13.85958], [18.67266, 12.77032, 13.74886], [17.21768, 10.73067, 14.33190], [17.06070, 10.33168, 12.98103], [19.49833, 9.53087, 13.34762], [20.07904, 10.70410, 14.57963], [20.13711, 8.98952, 14.92221], [16.53337, 8.23639, 15.19777], [17.61413, 7.89136, 13.82200], [18.18342, 7.70289, 15.45032], [17.23775, 9.98925, 16.88714], [18.95359, 9.52481, 16.95499], [18.61504, 11.91371, 17.83442], [19.50174, 11.94717, 16.29290], [17.50276, 13.50793, 16.11353], [16.44295, 12.29514, 16.33900], [15.34667, 12.32597, 14.04587], [16.33958, 12.99007, 12.77114], [16.10738, 13.91108, 14.26330], [18.48369, 13.86148, 13.72298], [18.83090, 12.45526, 12.71682], [19.58812, 12.60740, 14.29810], [16.15531, 10.00778, 12.90606], [10.96290, 20.08124, 21.69834], [12.05277, 18.94773, 21.53781], [13.35985, 19.40331, 22.11908], [11.71830, 17.59546, 22.18134], [10.55156, 16.86991, 21.52694], [11.09794, 16.48189, 20.15774], [11.45192, 17.72924, 19.33412], [12.25726, 17.20071, 18.14776], [10.17180, 18.38720, 18.79777], [12.32902, 18.61618, 20.08816], [12.57138, 19.73963, 19.29348], [10.04541, 19.85098, 21.16570], [10.77544, 20.33980, 22.76042], [11.38952, 20.99797, 21.24472], [14.07893, 18.57969, 22.07825], [13.76784, 20.15449, 21.41693], [13.36228, 19.84053, 23.10454], [12.60814, 16.95945, 22.11915], [11.50270, 17.73201, 23.24771], [10.26570, 15.98952, 22.12685], [9.68184, 17.50359, 21.37820], [10.38760, 15.90832, 19.60354], [11.97051, 15.85383, 20.34041], [11.58124, 16.65650, 17.49312], [13.13413, 16.63050, 18.41938], [12.50593, 18.01862, 17.47520], [9.59061, 18.83180, 19.61571], [9.59420, 17.70840, 18.17376], [10.39422, 19.21941, 18.12875], [11.72141, 20.14402, 19.16900], [18.33488, 16.48252, 21.48571], [17.17925, 15.84759, 21.18674], [17.17250, 14.46869, 21.01386], [15.97710, 13.84524, 20.68888], [14.84168, 14.61372, 20.47144], [14.86328, 15.98922, 20.72774], [16.03118, 16.63365, 21.06095], [18.02414, 13.84481, 21.11801], [15.91958, 12.76057, 20.56821], [13.88608, 14.23621, 20.15388], [13.97957, 16.63033, 20.64091], [16.15701, 17.67583, 21.26186], [20.42335, 15.58389, 13.23056], [19.93376, 16.74847, 13.64047], [18.54673, 16.93128, 13.77016], [18.16066, 18.10297, 14.39806], [19.08753, 19.08614, 14.75029], [20.46592, 18.92613, 14.49239], [20.85061, 17.73596, 13.89358], [17.90364, 16.08859, 13.51717], [17.13655, 18.34865, 14.52257], [18.71628, 19.99001, 15.18410], [21.22246, 19.63766, 14.81425], [21.91147, 17.54367, 13.72340], [21.20089, 13.18928, 19.55385], [20.64506, 14.13207, 18.75060], [20.03484, 15.15118, 19.44229], [19.51470, 16.23726, 18.70987], [19.68044, 16.19795, 17.32749], [20.30096, 15.09690, 16.66966], [20.81742, 14.05876, 17.40403], [20.07315, 15.16234, 20.51346], [19.04108, 17.06038, 19.20414], [19.28413, 16.99254, 16.69964], [20.36183, 15.06811, 15.60311], [21.43030, 13.20324, 17.07206], [15.64550, 15.02695, 17.13550], [15.87218, 15.86489, 16.02855], [14.86469, 16.01955, 15.08043], [13.66212, 15.39916, 15.15958], [13.42956, 14.60565, 16.23470], [14.39044, 14.40323, 17.24313], [16.35112, 14.92501, 17.97299], [16.79694, 16.35832, 15.90278], [14.93688, 16.62581, 14.19094], [12.46307, 14.11109, 16.27605], [14.26837, 13.68984, 18.04228], [14.62258, 10.19489, 18.20283], [13.81492, 10.85644, 19.12623], [12.74264, 11.62693, 18.66250], [12.42666, 11.77496, 17.38965], [13.27264, 11.28199, 16.49641], [14.33303, 10.47721, 16.82688], [15.45013, 9.55142, 18.49073], [13.96525, 10.81318, 20.21251], [12.12022, 12.11440, 19.41311], [13.05986, 11.54821, 15.46321], [14.87298, 10.11280, 15.96337], [9.48623, 13.27457, 13.74171], [10.26474, 14.31258, 14.28165], [11.00946, 15.12248, 13.38730], [10.80281, 15.01511, 12.07570], [9.98339, 14.09444, 11.53676], [9.26734, 13.18475, 12.34950], [9.09833, 12.49817, 14.40674], [10.38371, 14.38635, 15.37776], [11.62433, 15.94545, 13.66545], [9.84710, 14.14738, 10.46831], [8.71022, 12.42886, 11.84737], [15.75254, 20.34853, 19.14334], [16.95814, 20.84907, 19.58440], [18.12069, 20.28048, 19.08109], [18.15189, 19.24405, 18.25146], [16.95611, 18.61953, 17.99450], [15.73800, 19.17419, 18.39397], [14.82407, 20.74598, 19.49461], [17.05676, 21.67220, 20.29918], [19.06254, 20.73151, 19.37088], [17.03432, 17.69562, 17.42366], [14.77669, 18.78041, 18.04070]], "total_charge": 0, "smiles": "CC1(C)CCCC(C)(C)N1O.CC1(C)CCCC(C)(C)N1O.CC1(C)CCCC(C)(C)N1O.Fc1ccccc1.Fc1ccccc1.Fc1ccccc1.c1ccncc1.c1ccncc1.c1ccncc1.c1ccncc1", "total_energy_ev": -93618.490, "e_lumo_ha": 0.016, "spin_multiplicity": 1}

***

| no. | HOMO level (eV) | maximum force (eV/A) |
| --- | --- | --- |
| 1 | -9.5 | 2.978 |
| 2 | -7.9 | 2.526 |